{
  "formula": "C4H38O14S",
  "method": "ωB97M-V with the def2-TZVPD basis set",
  "elements": ["C", "C", "C", "S", "C", "H", "H", "H", "H", "H", "H", "H", "H", "H", "H", "H", "H", "O", "H", "H", "O", "H", "H", "O", "H", "H", "O", "H", "H", "O", "H", "H", "O", "H", "H", "O", "H", "H", "O", "H", "H", "O", "H", "H", "O", "H", "H", "O", "H", "H", "O", "H", "H", "O", "H", "H", "O"],
  "xyz": [[-1.967, -1.111, -0.582], [-0.494, -1.100, -1.053], [-0.420, -0.957, -2.554], [1.135, -0.468, -3.244], [2.245, -1.947, -2.919], [-2.535, -0.210, -0.811], [-2.602, -1.919, -0.920], [-1.837, -1.243, 0.509], [-0.177, -2.152, -0.942], [0.104, -0.360, -0.537], [-1.148, -0.230, -2.868], [-0.846, -1.840, -3.105], [1.497, -2.682, -3.086], [2.989, -1.944, -3.772], [2.775, -2.039, -2.016], [-1.014, 1.874, 4.244], [0.012, 1.211, 3.316], [-0.747, 1.018, 3.900], [1.155, 3.157, 0.554], [2.605, 3.509, -0.036], [1.664, 3.682, -0.077], [3.518, -1.207, 0.759], [4.779, -1.793, 0.254], [4.334, -0.941, 0.326], [-3.415, 1.880, 0.756], [-4.546, 0.892, 0.913], [-4.387, 1.831, 0.776], [4.361, 1.248, 1.403], [3.720, 1.336, 0.014], [3.758, 1.797, 0.860], [2.086, 1.339, 1.724], [0.794, 1.996, 1.407], [1.133, 1.111, 1.816], [-2.457, 0.691, 3.169], [-2.589, -0.589, 2.718], [-3.152, 0.197, 2.659], [0.538, -3.072, 3.155], [0.231, -1.627, 2.650], [-0.164, -2.545, 2.726], [0.037, 1.434, -5.193], [-0.693, 2.119, -4.070], [0.057, 2.251, -4.690], [-1.244, 3.382, 2.069], [-0.259, 4.193, 2.849], [-0.376, 3.301, 2.492], [-4.131, 1.639, -0.897], [-4.500, 1.581, -2.442], [-4.128, 1.071, -1.722], [1.118, 2.525, -1.948], [0.237, 1.466, -1.467], [0.184, 2.285, -1.976], [1.991, -4.222, 0.792], [1.735, -2.756, 0.835], [2.366, -3.419, 1.179], [-1.519, -5.260, 0.896], [-0.793, -3.771, 0.793], [-1.018, -4.612, 0.414]],
  "homo_ev": -8.51,
  "gap_ha": 0.3052,
  "de_lowest_ev": 0.490,
  "molar_mass_g_mol": 342.4
}

{
  "formula": "C4H39NO16",
  "method": "ωB97M-V with the def2-TZVPD basis set",
  "elements": ["C", "N", "C", "C", "C", "O", "H", "H", "H", "H", "H", "H", "H", "H", "H", "H", "H", "O", "H", "H", "O", "H", "H", "O", "H", "H", "O", "H", "H", "O", "H", "H", "O", "H", "H", "O", "H", "H", "O", "H", "H", "O", "H", "H", "O", "H", "H", "O", "H", "H", "O", "H", "H", "O", "H", "H", "O", "H", "H", "O"],
  "xyz": [[-0.437, -1.193, 0.500], [0.886, -0.795, -0.019], [0.102, 1.392, -0.995], [1.081, 0.677, -0.030], [0.971, 1.272, 1.376], [-0.090, 0.992, 2.241], [-1.204, -0.522, 0.101], [-0.672, -2.198, 0.143], [-0.427, -1.244, 1.574], [0.948, -1.190, -0.952], [0.648, 2.281, -1.364], [0.124, 1.002, -2.016], [-0.848, 1.658, -0.562], [2.063, 0.896, -0.437], [1.837, 1.010, 1.990], [-3.205, -3.544, -1.656], [-1.990, -3.479, -0.766], [-2.449, -4.071, -1.364], [-0.357, -3.217, -2.003], [-0.266, -2.335, -3.236], [0.196, -2.532, -2.413], [1.862, -0.265, -3.560], [0.546, -0.519, -2.894], [0.935, 0.001, -3.588], [-5.115, -2.135, 0.322], [-3.891, -1.433, 1.038], [-4.220, -1.823, 0.191], [3.588, 3.042, -1.590], [4.008, 1.862, -0.702], [3.505, 2.101, -1.488], [2.660, 2.104, -3.596], [1.298, 1.971, -4.422], [2.075, 2.499, -4.252], [-2.779, 2.771, 1.222], [-2.765, 1.524, 0.245], [-2.760, 1.793, 1.185], [-0.372, -1.414, 4.650], [-0.228, -0.607, 3.451], [-0.870, -1.218, 3.853], [-2.552, -0.962, 2.671], [-3.150, 0.291, 2.079], [-3.423, -0.565, 2.507], [0.856, 3.015, 0.396], [-0.638, 3.343, 1.837], [1.097, 2.699, 1.269], [3.367, -1.324, -1.476], [3.993, -0.355, -2.408], [3.321, -1.045, -2.397], [1.719, -2.428, 1.186], [1.747, -3.639, 2.201], [1.913, -2.719, 2.088], [-3.673, -0.007, -1.165], [-2.743, 0.942, -2.078], [-3.315, 0.894, -1.299], [-0.970, 1.386, 2.028], [-1.144, 4.781, 2.306], [-1.389, 3.970, 1.856], [3.742, -1.799, 3.044], [3.076, -0.733, 2.273], [3.780, -0.857, 2.903]],
  "homo_ev": -9.61,
  "gap_ha": 0.3496,
  "de_lowest_ev": 3.136,
  "molar_mass_g_mol": 357.3
}

{
  "formula": "C4H3BiFO6",
  "method": "ωB97M-V with the def2-TZVPD basis set",
  "elements": ["C", "C", "O", "C", "O", "O", "O", "F", "H", "H", "O", "C", "O", "Bi", "H"],
  "xyz": [[1.023, 0.611, 0.517], [0.767, 0.784, -0.981], [1.024, -0.362, -1.810], [0.232, -1.383, -1.852], [-0.566, -1.783, -1.005], [0.398, -2.126, -2.894], [1.007, -0.581, 0.971], [2.199, 1.237, 0.801], [1.371, 1.590, -1.405], [-0.298, 1.042, -1.078], [-2.613, 1.475, 2.505], [-1.871, 0.675, 2.054], [-1.845, -0.543, 1.849], [-0.525, -1.870, 1.031], [-0.302, 1.234, 1.297]],
  "homo_ev": [-19.42, -19.42],
  "total_charge": 2,
  "gap_ha": [0.3177, 0.2544],
  "molar_mass_g_mol": 375.0,
  "multiplicity": 2
}

{
  "formula": "C4H3Br",
  "method": "ωB97M-V with the def2-TZVPD basis set",
  "elements": ["C", "C", "Br", "H", "C", "C", "H", "H"],
  "xyz": [[-1.459, -1.408, 0.242], [-2.528, -0.871, 0.349], [-3.806, 0.397, -0.054], [-0.598, -2.093, 0.231], [-0.002, 1.240, -0.518], [0.877, 0.903, 0.207], [-0.728, 1.146, -1.218], [1.684, 0.836, 0.932]],
  "smiles": "C#CBr.C#C",
  "homo_ev": -9.89,
  "gap_ha": 0.3813,
  "de_lowest_ev": 2.128,
  "molar_mass_g_mol": 131.0
}

{
  "formula": "C4H3BrClNO",
  "method": "ωB97M-V with the def2-TZVPD basis set",
  "elements": ["C", "C", "C", "C", "N", "O", "Cl", "Br", "H", "H", "H"],
  "xyz": [[-2.009, -1.457, -0.303], [-1.489, -0.264, -0.206], [-4.167, -0.033, -0.033], [0.011, -0.186, -0.342], [-2.091, 0.911, -0.205], [-3.428, 0.983, -0.031], [-2.376, -2.876, 0.383], [-6.055, 0.408, -0.088], [0.485, 0.646, 0.013], [0.359, -1.084, 0.178], [0.266, -0.263, -1.484]],
  "homo_ev": -8.46,
  "gap_ha": 0.2650,
  "de_lowest_ev": 0.000,
  "molar_mass_g_mol": 196.4
}

{
  "formula": "C4H3BrF3I",
  "method": "ωB97M-V with the def2-TZVPD basis set",
  "elements": ["C", "C", "C", "C", "F", "F", "F", "Br", "I", "H", "H", "H"],
  "xyz": [[-2.703, -0.300, -0.908], [-2.478, -0.476, 0.253], [0.750, -0.186, -0.172], [2.145, 0.040, 0.383], [0.806, -0.074, -1.492], [2.917, 1.062, -0.019], [2.036, 0.208, 1.805], [-0.158, 1.534, 0.514], [3.264, -1.773, 0.134], [-2.874, -0.185, -1.900], [-1.348, 0.879, 0.158], [-2.358, -0.729, 1.245]],
  "homo_ev": -8.43,
  "gap_ha": 0.3129,
  "de_lowest_ev": 5.057,
  "molar_mass_g_mol": 314.9
}